Below is C18H39AsN2P2Pb as an isolated structure, with properties calculated with the ωB97M-V functional and the def2-TZVPD basis.

Summary:
Lowest unoccupied orbital energy = -5.368 eV
Calculated total energy = -106930.74290 eV
Largest force on an atom = 0.17 eV/A
E_HOMO = -14.005 eV
Charge = +2

CARTESIAN COORDINATES (ANGSTROEM)
1 Pb -1.15131 0.02479 -0.07892
2 N -2.52686 2.13561 0.87287
3 C -1.71078 2.87455 1.85300
4 C -0.28329 2.97153 1.34580
5 N 0.27817 1.61586 1.17090
6 H -2.77547 2.75029 0.10181
7 H -3.40807 1.85272 1.29090
8 H -1.73019 2.32506 2.79681
9 H -2.09828 3.87495 2.05162
10 H 0.32061 3.56838 2.03014
11 H -0.27217 3.46874 0.37339
12 H 0.47591 1.20371 2.07859
13 H 1.15583 1.65427 0.66048
14 C 2.19518 -2.21164 -0.94417
15 P 1.17848 -1.59429 0.43072
16 C 2.44615 -0.97610 1.59389
17 C 0.47184 -3.06541 1.23818
18 C 0.96199 -4.33619 0.94020
19 C 0.42852 -5.46301 1.54604
20 C -0.60195 -5.33425 2.46362
21 C -1.09887 -4.07710 2.76958
22 C -0.58112 -2.93442 2.16377
23 P -1.24571 -1.28759 2.60334
24 C -0.57655 -0.98290 4.27773
25 C -3.01645 -1.56300 2.94001
26 H 1.58175 -2.76543 -1.65417
27 H 3.00767 -2.84582 -0.59007
28 H 2.63004 -1.35293 -1.45707
29 H 3.14059 -1.77812 1.84714
30 H 1.99124 -0.61699 2.51695
31 H 3.00933 -0.16158 1.13424
32 H 1.76620 -4.46366 0.22924
33 H 0.82032 -6.44063 1.30010
34 H -1.02163 -6.20969 2.94021
35 H -1.90333 -3.99704 3.48889
36 H -0.84478 -1.80971 4.93678
37 H -0.99118 -0.05966 4.68417
38 H 0.50975 -0.90234 4.25423
39 H -3.18267 -2.26542 3.75562
40 H -3.51653 -1.93278 2.04459
41 H -3.46740 -0.61031 3.22262
42 C 2.86822 1.66659 -2.15956
43 C 1.72985 2.62478 -2.49441
44 As -0.02986 1.78523 -2.33705
45 C -1.25360 3.25721 -2.76036
46 C -0.98321 3.94630 -4.09414
47 C -0.17881 0.69324 -3.95450
48 C 0.28647 -0.74584 -3.75516
49 H 3.82860 2.17780 -2.21820
50 H 2.90328 0.82596 -2.85362
51 H 2.77237 1.26532 -1.14524
52 H 1.81880 3.00085 -3.51354
53 H 1.73515 3.48955 -1.82747
54 H -1.19762 3.97632 -1.93911
55 H -2.25689 2.82355 -2.74234
56 H -0.00130 4.41804 -4.11143
57 H -1.72273 4.72786 -4.26642
58 H -1.04331 3.24860 -4.92868
59 H 0.38225 1.18124 -4.75200
60 H -1.23216 0.72163 -4.24004
61 H 1.33401 -0.79472 -3.45558
62 H 0.18407 -1.31239 -4.68037
63 H -0.30855 -1.25956 -2.99457